No. 1
{
  "formula": "C36H30B2F8MnN6O12",
  "method": "ωB97M-V/def2-TZVPD",
  "homo_ev": [-2.2, -5.6],
  "total_charge": -1,
  "largest_force_ev_per_a": 4.781,
  "e_tot_ha": -4620.8201,
  "spin_multiplicity": 7,
  "gap_ev": [2.81, 6.21],
  "symbols": ["Mn", "B", "F", "F", "F", "F", "B", "F", "F", "F", "F", "C", "C", "C", "C", "C", "C", "N", "O", "O", "H", "H", "H", "H", "H", "C", "C", "C", "C", "C", "C", "N", "O", "O", "H", "H", "H", "H", "H", "C", "C", "C", "C", "C", "C", "N", "O", "O", "H", "H", "H", "H", "H", "C", "C", "C", "C", "C", "C", "N", "O", "O", "H", "H", "H", "H", "H", "C", "C", "C", "C", "C", "C", "N", "O", "O", "H", "H", "H", "H", "H", "C", "C", "C", "C", "C", "C", "N", "O", "O", "H", "H", "H", "H", "H"],
  "xyz": [[0.0085, 1.4213, -1.7815], [-0.4145, -0.0129, 0.1075], [0.5452, 0.8301, 0.5148], [-1.4219, 0.6553, -0.5499], [0.2387, -0.6765, -0.8895], [-0.9156, -0.7848, 1.1256], [0.5895, 0.6269, -4.3754], [0.8972, 1.8037, -3.7919], [-0.2013, 0.0635, -3.4308], [-0.0547, 0.8459, -5.5396], [1.7790, -0.0414, -4.4564], [0.8868, -5.0699, 0.2453], [2.2443, -5.4545, 0.0009], [3.2926, -4.5990, 0.3463], [3.0321, -3.4435, 1.0932], [1.7234, -3.0318, 1.3096], [0.7058, -3.8406, 0.8964], [4.1489, -2.6228, 1.6342], [5.2327, -2.8992, 1.1506], [3.9802, -1.6894, 2.3916], [0.0457, -5.6712, -0.0666], [2.4526, -6.3550, -0.5578], [4.2935, -4.8314, 0.0139], [1.5499, -2.1152, 1.8538], [-0.2926, -3.4881, 1.1096], [2.8070, 1.1572, 4.1543], [2.7456, 1.5191, 2.8493], [2.2661, 2.7569, 2.4137], [1.8837, 3.7148, 3.3634], [1.8693, 3.3012, 4.7344], [2.3109, 2.0396, 5.1162], [1.4596, 5.0822, 3.0004], [1.4417, 5.9415, 3.8601], [1.1576, 5.2782, 1.8342], [3.3280, 0.2336, 4.3589], [3.1454, 0.9203, 2.0443], [2.1879, 2.9346, 1.3512], [1.4207, 3.9050, 5.5094], [2.2134, 1.7326, 6.1471], [-1.5813, -0.5661, 5.9320], [-1.1619, -0.0297, 4.7660], [-1.2128, 1.3270, 4.4499], [-1.8791, 2.2254, 5.2910], [-2.4050, 1.6948, 6.4955], [-2.1978, 0.3120, 6.8313], [-2.0632, 3.7033, 4.9949], [-2.9118, 4.3050, 5.6613], [-1.4670, 4.1732, 3.9806], [-1.4936, -1.6224, 6.1391], [-0.5715, -0.5694, 4.0404], [-0.8680, 1.6938, 3.4945], [-2.8878, 2.4172, 7.1369], [-2.6019, 0.0129, 7.7872], [6.1034, -2.4064, -1.9709], [4.6828, -2.5803, -2.0582], [3.8492, -1.4966, -1.8648], [4.3437, -0.2232, -1.4820], [5.7190, -0.0279, -1.3828], [6.6051, -1.1424, -1.6530], [3.4335, 0.8725, -1.0516], [3.8229, 1.7903, -0.3227], [2.2745, 0.8428, -1.4926], [6.7723, -3.2334, -2.1577], [4.3127, -3.5664, -2.2967], [2.8036, -1.6742, -2.0685], [6.2382, 0.8447, -1.0149], [7.6611, -0.9160, -1.6555], [-3.8594, -4.5278, -0.4839], [-4.9947, -4.3807, -1.3131], [-5.0966, -3.4867, -2.3375], [-4.0178, -2.5338, -2.4977], [-2.9369, -2.5799, -1.5954], [-2.8209, -3.6553, -0.6584], [-4.0980, -1.4805, -3.4357], [-5.2129, -1.3083, -3.9255], [-3.1310, -0.7744, -3.7508], [-3.8233, -5.2755, 0.2946], [-5.8247, -5.0699, -1.2614], [-5.9939, -3.4394, -2.9367], [-2.1508, -1.8485, -1.7115], [-1.9755, -3.7628, 0.0051], [-4.2613, 4.2417, -6.4754], [-4.6369, 4.7889, -5.2599], [-4.2132, 4.2017, -4.1082], [-3.4679, 3.0522, -4.1470], [-3.1181, 2.4468, -5.3763], [-3.4543, 3.0888, -6.5513], [-3.0838, 2.4260, -2.8557], [-3.8408, 2.4902, -1.8859], [-1.9702, 1.8691, -2.7999], [-4.5719, 4.6542, -7.4240], [-5.1339, 5.7333, -5.0944], [-4.5266, 4.6872, -3.1958], [-2.5093, 1.5548, -5.3688], [-3.1773, 2.5914, -7.4690]]
}

No. 2
{
  "formula": "C36H30BaN5PS2",
  "method": "ωB97M-V/def2-TZVPD",
  "homo_ev": -7.0,
  "total_charge": 0,
  "largest_force_ev_per_a": 0.521,
  "e_tot_ha": -2826.8702,
  "gap_ev": 6.97,
  "symbols": ["Ba", "C", "C", "C", "C", "C", "C", "P", "C", "C", "C", "C", "C", "C", "C", "C", "C", "C", "C", "C", "H", "H", "H", "H", "H", "H", "H", "H", "H", "H", "H", "H", "H", "H", "N", "C", "C", "C", "C", "C", "C", "C", "C", "C", "C", "C", "C", "H", "H", "H", "H", "H", "H", "H", "H", "H", "H", "N", "C", "N", "C", "C", "S", "C", "C", "S", "C", "N", "N", "H", "H", "H", "H", "H", "H"],
  "xyz": [[1.2425, -0.5852, -0.4489], [-0.4534, -5.6226, 2.1152], [-1.4274, -4.6949, 2.4671], [-1.8274, -3.7248, 1.5592], [-1.2618, -3.6703, 0.2851], [-0.2885, -4.6075, -0.0561], [0.1133, -5.5810, 0.8492], [-1.6919, -2.3659, -0.9355], [-3.1711, -3.0543, -1.7577], [-3.6639, -2.3527, -2.8590], [-4.8001, -2.7847, -3.5231], [-5.4510, -3.9387, -3.1065], [-4.9613, -4.6510, -2.0227], [-3.8301, -4.2096, -1.3480], [-2.3044, -1.0398, 0.1599], [-3.6559, -0.7396, 0.3238], [-4.0194, 0.2758, 1.1954], [-3.0299, 0.9600, 1.8902], [-1.6890, 0.6319, 1.7092], [-1.2526, -0.3704, 0.8248], [-0.1403, -6.3772, 2.8255], [-1.8745, -4.7262, 3.4529], [-2.5706, -2.9886, 1.8428], [0.1592, -4.5738, -1.0441], [0.8706, -6.3019, 0.5686], [-3.1512, -1.4583, -3.1964], [-5.1735, -2.2262, -4.3718], [-6.3348, -4.2818, -3.6285], [-5.4619, -5.5535, -1.6956], [-3.4615, -4.7720, -0.4998], [-4.4202, -1.2883, -0.2168], [-5.0639, 0.5262, 1.3357], [-3.3058, 1.7551, 2.5746], [-0.9497, 1.2045, 2.2683], [0.2318, 1.9918, -0.8551], [0.6208, 2.3763, -2.1543], [-0.3558, 2.4544, -3.1479], [-0.0238, 2.7842, -4.4509], [1.2988, 3.0420, -4.7800], [2.2700, 2.9597, -3.7939], [1.9684, 2.6237, -2.4745], [3.0547, 2.5408, -1.4512], [3.9437, 3.6171, -1.3625], [4.9748, 3.6009, -0.4346], [5.1165, 2.4944, 0.3934], [4.2292, 1.4304, 0.2763], [3.1581, 1.3979, -0.6319], [-0.7481, 2.1317, -0.6508], [0.8235, 2.3011, -0.0830], [-1.3902, 2.2631, -2.8811], [-0.7993, 2.8421, -5.2039], [1.5733, 3.2982, -5.7948], [3.3082, 3.1430, -4.0444], [3.8206, 4.4778, -2.0146], [5.6564, 4.4397, -0.3569], [5.9131, 2.4679, 1.1298], [4.3813, 0.5905, 0.9574], [0.8830, -1.9587, 2.1691], [1.4187, -0.9016, 2.8937], [1.6409, 0.2402, 2.3151], [2.1074, 1.1682, 3.2239], [2.2561, 0.7027, 4.4902], [1.7872, -0.9478, 4.5785], [2.3928, 2.5454, 2.8040], [3.2851, 3.3602, 3.4168], [3.3241, 4.8873, 2.6272], [2.1256, 4.3060, 1.5146], [1.7269, 3.0905, 1.7267], [1.6105, 5.1183, 0.5329], [-0.0149, -1.6403, 1.7506], [0.7755, -2.8284, 2.6719], [2.5890, 1.2408, 5.3611], [3.9461, 3.1325, 4.2354], [2.2524, 5.8073, 0.1727], [1.1690, 4.5961, -0.2120]]
}

No. 3
{
  "formula": "C36H30BrCoN4O3S2",
  "method": "ωB97M-V/def2-TZVPD",
  "homo_ev": [-2.6, -4.6],
  "total_charge": -1,
  "largest_force_ev_per_a": 0.715,
  "e_tot_ha": -6587.7929,
  "spin_multiplicity": 4,
  "gap_ev": [4.96, 5.43],
  "symbols": ["Co", "C", "C", "N", "N", "C", "S", "S", "C", "C", "C", "C", "C", "C", "C", "C", "C", "C", "C", "C", "C", "O", "H", "H", "H", "H", "H", "H", "H", "H", "H", "H", "H", "H", "H", "H", "Br", "C", "C", "C", "C", "C", "C", "N", "C", "C", "C", "C", "C", "C", "N", "H", "H", "H", "H", "H", "H", "H", "H", "H", "C", "C", "O", "C", "C", "C", "C", "C", "C", "O", "H", "H", "H", "H", "H", "H", "H"],
  "xyz": [[-0.6285, 1.1815, -0.1100], [3.5987, 1.0253, 0.7337], [2.2536, 1.5084, 0.2298], [1.1837, 0.8652, 0.5824], [1.4298, -0.0965, 1.5682], [1.1262, -1.3076, 1.3712], [0.5321, -2.1318, -0.0054], [1.3303, -2.3764, 2.8080], [2.9841, -3.1416, 2.5296], [3.1702, -3.8691, 1.2285], [2.4466, -5.0307, 0.9566], [2.5373, -5.6432, -0.2836], [3.3685, -5.1109, -1.2645], [4.1261, -3.9836, -0.9834], [4.0209, -3.3632, 0.2548], [2.2353, 2.6770, -0.6435], [3.3350, 3.5558, -0.6471], [3.3915, 4.6594, -1.4657], [2.3224, 4.9086, -2.3429], [1.2331, 4.0764, -2.3733], [1.1288, 2.9467, -1.5090], [0.0779, 2.2275, -1.5535], [3.6229, -0.0609, 0.7423], [3.7610, 1.3594, 1.7632], [4.4046, 1.3861, 0.1022], [3.0493, -3.8281, 3.3748], [3.7240, -2.3523, 2.6518], [1.7804, -5.4287, 1.7148], [1.9403, -6.5234, -0.4926], [3.4176, -5.5703, -2.2432], [4.7809, -3.5678, -1.7399], [4.5892, -2.4611, 0.4540], [4.1469, 3.3878, 0.0509], [4.2496, 5.3200, -1.4386], [2.3473, 5.7836, -2.9854], [0.3988, 4.2666, -3.0394], [-4.2936, -5.0805, 2.0626], [-3.4238, -3.3906, 1.8923], [-2.8191, -2.8193, 2.9945], [-2.2112, -1.5751, 2.8757], [-2.1899, -0.8861, 1.6525], [-2.7873, -1.5148, 0.5506], [-3.4030, -2.7488, 0.6624], [-1.6028, 0.3647, 1.5017], [-1.7195, 1.2123, 2.5349], [-1.2581, 2.5413, 2.4883], [-1.4657, 3.4366, 3.5734], [-0.9757, 4.7117, 3.5045], [-0.2798, 5.1162, 2.3520], [-0.1640, 4.2070, 1.3118], [-0.6315, 2.9603, 1.3505], [-2.8118, -3.3423, 3.9422], [-1.6986, -1.1591, 3.7343], [-2.7790, -1.0059, -0.4024], [-3.8664, -3.2067, -0.2034], [-2.2857, 0.9102, 3.4114], [-2.0198, 3.0841, 4.4375], [-1.1274, 5.4085, 4.3227], [0.1431, 6.1086, 2.2631], [0.3279, 4.5068, 0.3917], [-1.0529, -2.1828, -3.0701], [-1.2617, -0.8235, -2.4216], [-0.4000, -0.4377, -1.6304], [-2.4562, -0.0651, -2.7477], [-3.2243, -0.4543, -3.8703], [-4.3911, 0.1659, -4.2205], [-4.8497, 1.2380, -3.4228], [-4.1372, 1.6594, -2.3385], [-2.9020, 1.0434, -1.9403], [-2.3507, 1.4811, -0.8859], [-0.2596, -2.6945, -2.5302], [-0.7497, -2.0651, -4.1138], [-1.9641, -2.7817, -3.0361], [-2.8612, -1.2673, -4.4903], [-4.9544, -0.1615, -5.0846], [-5.7831, 1.7334, -3.6737], [-4.4760, 2.4848, -1.7239]]
}